21
Properties=species:S:1:pos:R:3:forces:R:3 method="wB97M-V/def2-TZVPD" largest_force_ev_per_a=1.39 charge=0 homo_energy_ev=-9.35 orbital_gap_ev=10.267 de_lowest_ev=1.284
N -0.6974 0.5143 2.7190 -0.37 0.55 -1.05
C -0.5932 -0.4004 1.5604 -0.31 -0.69 1.16
C -1.0273 0.0774 0.1911 0.80 0.41 -0.21
C -1.1690 -1.0607 -0.8228 -0.18 0.38 -0.08
C -0.7070 -0.6432 -2.2244 -0.60 -0.88 0.54
N 0.7480 -0.5295 -2.3020 -0.13 0.41 -0.37
H -1.6970 0.5231 2.8838 -0.06 0.45 0.50
H -0.4758 1.4615 2.3923 0.01 -0.26 0.30
H 0.4208 -0.7835 1.5775 0.23 -0.17 -0.49
H -1.2443 -1.2273 1.8698 0.21 -0.25 -0.29
H -0.2281 0.7207 -0.2020 -0.12 0.18 0.15
H -1.9207 0.7001 0.2821 -0.13 -0.13 -0.11
H -0.5684 -1.8997 -0.4798 0.08 -0.21 -0.10
H -2.2045 -1.3940 -0.9077 -0.09 -0.09 0.21
H -1.2478 0.2611 -2.4853 0.12 0.37 -0.18
H -1.0648 -1.4139 -2.9136 0.10 0.06 -0.10
H 1.0488 -1.1048 -3.0744 0.32 -0.06 0.00
H 1.0011 0.4179 -2.5594 0.15 -0.06 0.12
O 3.8380 2.2278 1.2125 0.04 -0.53 0.55
H 3.2914 2.0264 1.9846 -0.19 0.33 -0.18
H 4.4973 1.5266 1.2982 0.13 0.19 -0.36

---

21
Properties=species:S:1:pos:R:3:forces:R:3 method="wB97M-V/def2-TZVPD" largest_force_ev_per_a=6.29 charge=0 homo_energy_ev=-8.88 orbital_gap_ev=9.786 de_lowest_ev=3.166
C -0.2164 1.5997 -2.0325 1.28 -5.16 -0.21
C -1.2124 0.4389 -1.4329 2.62 0.47 -2.22
C -0.1948 -0.6484 -0.9400 1.54 -1.08 0.94
N -0.0997 -1.2435 0.4392 -1.25 -0.01 1.24
C 0.0923 -0.4045 1.7000 -3.68 0.77 -1.09
N -1.2649 0.3028 2.1121 1.94 -5.98 0.19
H 0.3968 1.8431 -1.1936 0.41 0.52 0.59
H -0.7016 2.4055 -2.3905 -1.67 2.75 -1.29
H 0.5269 1.1708 -2.8219 -1.50 0.71 1.16
H -1.7534 1.0025 -0.7585 -0.89 0.56 2.38
H -2.0200 0.1033 -2.1144 0.97 -0.23 -0.10
H 0.8757 -0.2665 -1.0638 -1.48 -0.29 -0.45
H -0.2641 -1.6509 -1.4675 -0.02 1.64 -0.29
H -0.9397 -1.8644 0.4673 1.06 0.75 0.94
H 0.2527 -0.9645 2.6441 0.69 -0.27 -1.31
H 0.8894 0.2908 1.4470 -0.07 0.07 0.44
H -1.5215 -0.0930 3.0225 0.00 0.65 -0.62
H -1.3967 1.2269 2.0851 -0.01 4.28 -0.23
O 2.8904 -1.0915 1.1925 1.98 0.94 -2.70
H 2.1260 -1.3805 0.6666 -0.19 -0.19 0.26
H 3.5351 -0.7767 0.4392 -1.73 -0.92 2.37

---

What did the first record say?
21
Properties=species:S:1:pos:R:3:forces:R:3 method="wB97M-V/def2-TZVPD" largest_force_ev_per_a=1.39 charge=0 homo_energy_ev=-9.35 orbital_gap_ev=10.267 de_lowest_ev=1.284
N -0.6974 0.5143 2.7190 -0.37 0.55 -1.05
C -0.5932 -0.4004 1.5604 -0.31 -0.69 1.16
C -1.0273 0.0774 0.1911 0.80 0.41 -0.21
C -1.1690 -1.0607 -0.8228 -0.18 0.38 -0.08
C -0.7070 -0.6432 -2.2244 -0.60 -0.88 0.54
N 0.7480 -0.5295 -2.3020 -0.13 0.41 -0.37
H -1.6970 0.5231 2.8838 -0.06 0.45 0.50
H -0.4758 1.4615 2.3923 0.01 -0.26 0.30
H 0.4208 -0.7835 1.5775 0.23 -0.17 -0.49
H -1.2443 -1.2273 1.8698 0.21 -0.25 -0.29
H -0.2281 0.7207 -0.2020 -0.12 0.18 0.15
H -1.9207 0.7001 0.2821 -0.13 -0.13 -0.11
H -0.5684 -1.8997 -0.4798 0.08 -0.21 -0.10
H -2.2045 -1.3940 -0.9077 -0.09 -0.09 0.21
H -1.2478 0.2611 -2.4853 0.12 0.37 -0.18
H -1.0648 -1.4139 -2.9136 0.10 0.06 -0.10
H 1.0488 -1.1048 -3.0744 0.32 -0.06 0.00
H 1.0011 0.4179 -2.5594 0.15 -0.06 0.12
O 3.8380 2.2278 1.2125 0.04 -0.53 0.55
H 3.2914 2.0264 1.9846 -0.19 0.33 -0.18
H 4.4973 1.5266 1.2982 0.13 0.19 -0.36